The following is a quantum chemistry calculation of a 2-piece molecular cluster, Br3IP2 overall, from the Open Molecules 2025 dataset.

Structure (XYZ):
```
6
Properties=species:S:1:pos:R:3:forces:R:3:nbo_charge:R:1
P -3.1799 0.0800 0.6595 0.0 0.0 0.0 0.28
P 3.1969 0.8497 -0.1850 -0.8 -0.5 0.3 0.42
Br 1.2564 0.8360 0.9637 0.7 0.2 -0.3 -0.22
Br -2.1101 1.5993 -0.5442 -0.1 -0.3 0.0 -0.20
Br 3.2517 -1.2931 -0.7530 0.1 0.3 0.0 -0.20
I -2.4151 -2.0719 -0.1410 0.0 0.3 0.0 -0.08
```
Positions in Å, forces in eV/Å.

Its spin multiplicity is 1. The calculation puts the relative energy (zero: lowest compared OMol25 entry of this formula, charge and spin) at 40.3 kcal/mol.



The following is a quantum chemistry calculation of an isolated ion of composition C2H3O3S and charge -1 at a distorted geometry, from the Open Molecules 2025 dataset.

Structure (XYZ):
```
9
Properties=species:S:1:pos:R:3:forces:R:3:nbo_charge:R:1
C -2.3081 0.3558 0.1892 -1.7 -0.6 2.0 0.76
C -0.9132 0.3705 0.9238 -1.9 1.3 -0.7 -0.72
O -2.3120 1.0228 -0.8751 -0.5 -0.2 -0.4 -0.71
O -3.2412 -0.2792 0.6702 -0.3 -0.4 0.3 -0.72
O 1.3439 1.3871 -0.0555 0.6 -0.3 0.3 -0.96
S -0.2938 1.0324 -0.5572 2.9 1.8 -1.3 0.51
H -0.7045 -0.6209 1.1854 0.7 -1.6 0.1 0.20
H -0.8336 0.9679 1.8398 -0.2 0.3 -0.4 0.21
H 1.7805 0.5463 0.0852 0.3 -0.2 0.0 0.44
```
Positions in Å, forces in eV/Å.

Its spin multiplicity is 1. The calculation puts the relative energy (zero: lowest compared OMol25 entry of this formula, charge and spin) at 36.9 kcal/mol. The charge is -1.



The following is a quantum chemistry calculation of one molecule with the formula H3O3P at a distorted geometry, from the Open Molecules 2025 dataset.

Structure (XYZ):
```
7
Properties=species:S:1:pos:R:3:forces:R:3:nbo_charge:R:1
O -0.8762 0.7101 -0.9227 0.2 0.4 0.3 -1.02
P 0.3957 -0.2503 -0.5640 0.4 -0.2 3.2 1.52
O 0.9583 0.5646 0.9229 1.7 -1.8 -1.9 -1.01
O -0.3770 -1.5193 0.2496 -0.7 1.6 -1.5 -0.99
H -0.6534 1.6496 -1.1113 -0.1 -1.0 0.2 0.52
H 1.8945 0.1633 1.0945 -2.5 1.1 -0.4 0.48
H -1.3418 -1.3179 0.3311 1.0 -0.2 0.1 0.50
```
Positions in Å, forces in eV/Å.

Its spin multiplicity is 1. The calculation puts the relative energy (zero: lowest compared OMol25 entry of this formula, charge and spin) at 7.5 kcal/mol. The SMILES is OP(O)O.



The following is a quantum chemistry calculation of one molecule with the formula C4H7NO2, from the Open Molecules 2025 dataset.

Structure (XYZ):
```
14
Properties=species:S:1:pos:R:3:forces:R:3:nbo_charge:R:1
O 0.5526 -2.2435 0.1930 -0.3 0.5 -0.1 -0.53
C 0.1005 -1.1240 0.1600 0.0 -0.4 0.0 0.58
C -1.2218 -0.6316 -0.4360 -0.1 -0.2 0.0 -0.34
N -1.2269 0.7579 0.0158 -0.2 0.1 -0.2 -0.61
C 0.1589 1.1649 -0.2271 0.1 0.2 0.0 -0.24
C 0.8448 0.1109 0.6543 -0.2 0.0 -0.1 -0.02
O 2.2311 -0.0143 0.5797 0.0 -0.2 -0.1 -0.70
H -1.1634 -0.6998 -1.5423 0.1 -0.2 0.3 0.20
H -2.0798 -1.2159 -0.0994 0.1 0.1 0.1 0.23
H -1.8901 1.3333 -0.4864 0.0 -0.1 0.0 0.37
H 0.3570 2.1956 0.0734 -0.1 -0.2 0.0 0.22
H 0.4036 1.0174 -1.3048 0.3 0.2 0.5 0.17
H 0.5089 0.3029 1.6890 0.0 0.0 -0.2 0.19
H 2.4245 -0.9539 0.7307 0.0 0.1 -0.1 0.49
```
Positions in Å, forces in eV/Å.

Its spin multiplicity is 1. The calculation puts the relative energy (zero: lowest compared OMol25 entry of this formula, charge and spin) at 31.7 kcal/mol. The SMILES is O=C1CNC[C@@H]1O.



The following is a quantum chemistry calculation of one molecule with the formula C5H6OS at a distorted geometry, from the Open Molecules 2025 dataset.

Structure (XYZ):
```
13
Properties=species:S:1:pos:R:3:forces:R:3:nbo_charge:R:1
C 1.1956 0.0081 2.1891 -0.7 -0.3 -3.8 -0.21
C 0.7210 -0.0939 1.0468 1.9 0.1 4.3 -0.04
C 0.0792 -0.2381 -0.2208 -1.0 1.2 -1.4 0.16
O 0.5600 -1.2795 -1.0399 -0.9 0.7 -0.7 -0.70
C -1.4451 -0.3650 -0.0835 -0.4 -0.4 -0.4 -0.50
S -1.7306 1.3929 -0.5001 -0.3 0.0 0.0 0.21
C -0.0284 1.1994 -1.0157 3.0 -1.6 1.0 -0.55
H 1.9186 0.1431 2.9659 -0.4 0.0 0.2 0.24
H 1.3023 -1.7311 -0.6906 1.2 -0.4 0.8 0.49
H -1.9045 -1.0421 -0.8166 0.5 0.3 -0.1 0.23
H -1.7354 -0.7650 0.8693 -0.4 0.4 0.7 0.22
H 0.7789 1.9369 -0.7057 -1.4 -0.6 -0.1 0.23
H 0.2883 0.8341 -1.9981 -1.0 0.6 -0.5 0.23
```
Positions in Å, forces in eV/Å.

Its spin multiplicity is 1. The calculation puts the relative energy (zero: lowest compared OMol25 entry of this formula, charge and spin) at 68.6 kcal/mol. The SMILES is C#CC1(O)CSC1.



What is the relative energy (zero: lowest compared OMol25 entry of this formula, charge and spin) in the fourth record?
31.7 kcal/mol



Among the records above, which one has the lowest relative energy (zero: lowest compared OMol25 entry of this formula, charge and spin)?
H3O3P